20
Properties=species:S:1:pos:R:3:mulliken_charge:R:1 method="wB97M-V/def2-TZVPD" e_lumo_ev=-1.06 spin_multiplicity=1 largest_force_ev_per_a=4.6 total_charge=0 total_energy_ha=-1348.57159 homo_ev=-8.46 mol_weight_g_mol=515.86 gap_ev=7.41
C 2.09542 0.41406 0.11863 -0.49
C 1.53086 -0.52595 -0.75182 0.68
C 0.53813 -1.13007 -0.05524 -0.25
C 2.12082 -0.99417 -1.98914 -0.33
C 1.38732 1.12126 2.37776 -0.78
C -3.57184 0.03736 -1.20038 -0.63
C -3.59247 -0.58861 0.07296 -0.32
N 0.39440 -0.56724 1.15840 -0.82
N 1.25157 0.37823 1.15814 0.72
O 2.97753 -0.41114 -2.60908 -0.49
I -2.65384 2.01768 -1.63189 -0.01
I -0.67799 -2.71550 -0.52213 0.20
I -3.16263 0.52072 1.69744 0.20
H 3.01705 0.92590 0.05841 0.47
H 1.74751 -1.94604 -2.48233 0.23
H 0.39623 1.02674 3.02692 0.23
H 2.15040 0.74416 3.03559 0.35
H 1.61920 2.29256 2.37585 0.28
H -4.51995 -0.07582 -1.73390 0.46
H -3.04771 -0.52411 -2.10418 0.29